ORCA calculation (wB97M-V/def2-TZVPD) on an isolated molecule of C15H29N2O2 at a distorted geometry.

Computed properties:
⟨S²⟩ = 0.75
LUMO level (spin up / spin down) = 0.7 / -0.1 eV
multiplicity = 2
E_tot = -848.61298 a.u.
Kohn-Sham gap (spin up / spin down) = 9.442 / 9.592 eV

```
48
Properties=species:S:1:pos:R:3:forces:R:3
C 4.6521 -2.2637 0.9835 0.165 0.383 -1.706
C 4.3305 -0.6678 0.6964 0.480 2.215 4.229
O 4.3386 0.1488 1.7598 -0.479 -4.238 -6.560
N 4.0793 -0.2509 -0.7357 1.638 0.895 2.599
C 3.8434 1.2524 -0.8620 -0.030 1.516 -0.942
C 2.3926 1.7467 -0.2590 0.593 0.310 0.208
C 1.3767 2.3234 -1.4350 0.098 -0.061 0.810
C -0.1653 2.5607 -0.8674 0.154 -0.140 -0.371
C -0.8560 1.2072 -0.2513 -0.165 -0.084 0.627
C -2.3869 1.4596 0.3467 0.507 -0.946 -2.151
C -2.8882 0.0722 1.0636 -2.027 1.825 2.355
C -2.0838 -0.1131 2.4859 -0.297 0.162 0.907
C -4.4828 0.3481 1.4912 0.524 0.970 -0.244
N -2.9127 -1.1456 0.1754 -0.350 1.982 -1.915
O -4.0156 -1.2098 -0.5912 2.319 -0.027 1.778
C -1.6366 -1.3689 -0.5940 1.927 -2.064 -2.593
C -2.0402 -2.4022 -1.8470 0.051 0.232 -0.183
C -0.4546 -2.1665 0.2462 -0.820 -0.758 0.466
C -0.9930 -0.0431 -1.3080 -0.571 1.233 -0.364
H 4.3547 -2.8645 0.0055 0.600 1.166 2.098
H 4.0658 -2.7110 1.8981 1.334 1.294 -1.780
H 5.8320 -2.3492 1.0910 -2.604 0.138 0.066
H 4.9618 -0.4739 -1.2843 -1.561 -0.066 0.844
H 3.8330 1.5112 -2.0235 0.071 -0.792 2.364
H 4.7439 1.8937 -0.4175 -1.996 -1.499 -0.661
H 2.6225 2.6251 0.5010 -0.626 -1.915 -1.461
H 1.9548 0.8441 0.3467 0.647 1.813 -1.250
H 1.7869 3.3924 -1.7689 -0.829 -2.469 0.473
H 1.3938 1.5542 -2.3284 -0.124 1.710 1.656
H -0.8265 2.9405 -1.7674 1.271 -0.673 1.772
H -0.1220 3.4310 -0.0544 -0.197 -1.980 -1.639
H -0.2030 0.8519 0.6524 -1.112 0.640 -1.626
H -3.0732 1.5949 -0.6208 1.315 -0.112 2.106
H -2.4815 2.4219 1.0055 0.206 -2.092 -0.965
H -1.5185 -1.1306 2.6048 -0.915 2.065 -0.423
H -1.3691 0.8199 2.6954 -1.375 -2.235 -0.634
H -2.8776 -0.0792 3.3770 1.704 -0.188 -2.022
H -5.0529 -0.6408 1.7544 1.233 2.003 -0.362
H -4.4242 1.1195 2.3922 -0.317 -1.814 -1.756
H -5.0458 0.9055 0.6163 1.133 -1.347 1.735
H -1.0726 -2.8374 -2.3470 -1.703 0.890 1.151
H -2.6865 -3.2970 -1.4289 1.260 1.932 -0.980
H -2.6136 -1.8103 -2.7097 1.050 -1.420 2.140
H 0.1874 -1.4771 0.9401 -1.253 -1.281 -1.344
H 0.2471 -2.7766 -0.4855 -1.456 1.599 1.390
H -1.0058 -2.9961 0.9043 1.263 1.858 -1.249
H 0.0263 -0.2787 -1.8813 -2.146 0.218 1.604
H -1.7344 0.3291 -2.1652 1.410 -0.846 1.806
```
Positions in Å, forces in eV/Å.

The net atomic charges from Mulliken, expressed in e, are:
1. C -0.891
2. C 0.495
3. O -0.545
4. N -0.328
5. C -0.635
6. C 0.007
7. C -0.631
8. C -1.039
9. C 0.991
10. C -1.327
11. C 1.211
12. C -1.255
13. C -1.278
14. N 0.460
15. O -0.504
16. C 0.992
17. C -1.288
18. C -1.301
19. C -0.991
20. H 0.267
21. H 0.274
22. H 0.280
23. H 0.307
24. H 0.402
25. H 0.277
26. H 0.216
27. H -0.023
28. H 0.320
29. H 0.333
30. H 0.255
31. H 0.300
32. H -0.114
33. H 0.336
34. H 0.230
35. H 0.239
36. H 0.217
37. H 0.407
38. H 0.332
39. H 0.407
40. H 0.276
41. H 0.350
42. H 0.355
43. H 0.290
44. H 0.196
45. H 0.327
46. H 0.331
47. H 0.150
48. H 0.317



ORCA calculation (wB97M-V/def2-TZVPD) on a cluster of 2 separate species, C35H34NO2 in total at a distorted geometry.

Computed properties:
LUMO level = -4.8 eV
multiplicity = 1
E_tot = -1559.04537 a.u.
Kohn-Sham gap = 4.464 eV
charge = +1

```
72
Properties=species:S:1:pos:R:3:forces:R:3
C -3.1707 1.5842 1.9043 0.165 0.009 -0.197
C -1.8983 2.0922 2.5804 -0.380 0.667 0.240
C -0.9629 0.9957 2.9690 0.278 -0.733 0.350
C -1.3782 -0.3674 2.9576 0.679 0.181 -0.076
C -0.4042 -1.3803 3.2116 -0.218 0.635 0.129
C 0.9190 -1.0225 3.3747 0.217 0.634 -0.464
C 1.3696 0.3284 3.2758 -1.080 -0.500 0.786
C 2.7619 0.6364 3.1960 1.023 1.498 0.077
C 3.3427 1.8907 3.0160 -0.321 -0.414 0.107
C 4.7720 2.1909 3.1361 0.412 0.965 -0.544
C 4.9786 3.5536 2.8967 0.123 -1.769 0.519
C 3.7035 4.1644 2.6454 -1.629 -1.142 0.105
C 2.7078 3.1751 2.7215 0.923 1.443 -0.356
C 0.3442 1.3084 3.2938 0.156 -0.504 -0.415
C -0.8227 -2.8159 3.2673 -0.047 -0.679 0.303
C -2.1737 -3.0946 2.6062 0.142 -0.029 -0.253
C -3.2024 -2.0251 2.9109 0.038 -0.127 0.252
N -2.6790 -0.6884 2.7198 -0.353 -0.029 -0.440
C -3.7026 0.3289 2.5701 0.021 0.289 0.220
H -3.9423 2.3574 1.9421 0.065 -0.089 -0.152
H -2.9470 1.3709 0.8530 -0.108 -0.002 0.108
H -1.3715 2.7645 1.8874 -0.176 -0.110 0.198
H -2.1583 2.7039 3.4585 -0.019 -0.096 -0.076
H 1.6443 -1.8052 3.5940 -0.003 0.076 -0.325
H 3.4619 -0.1989 3.2702 -0.178 0.078 0.120
H 5.5229 1.4248 3.3218 -0.103 0.305 -0.005
H 5.9325 4.0824 2.8560 -0.306 -0.327 0.133
H 3.5623 5.2225 2.4078 -0.070 -0.482 0.026
H 1.6674 3.3144 2.4514 0.357 0.106 0.013
H 0.5670 2.3339 3.5762 0.035 -0.228 -0.603
H -0.0592 -3.4346 2.7807 -0.106 0.086 0.122
H -0.8593 -3.1645 4.3116 0.002 0.128 -0.127
H -2.0298 -3.1607 1.5222 -0.080 0.007 0.108
H -2.5687 -4.0515 2.9570 0.101 0.022 -0.179
H -4.0724 -2.1271 2.2480 0.199 -0.094 0.209
H -3.5637 -2.1488 3.9475 0.002 0.071 -0.125
H -4.1142 0.6017 3.5583 -0.040 -0.140 -0.120
H -4.5135 -0.1062 1.9694 0.157 0.179 0.223
C 3.1541 9.7240 6.4958 0.338 0.090 -0.265
C 1.7564 9.1326 6.2994 -0.472 0.206 0.225
C 2.0161 7.6582 6.1773 0.352 -0.399 0.168
C 3.3658 7.4432 6.5520 0.018 0.728 -0.174
O 4.0604 8.5886 6.7901 -1.295 -1.059 -0.339
C 3.8848 6.1457 6.6769 0.266 0.413 0.223
C 3.0386 5.0835 6.4810 0.019 -0.032 -0.064
C 1.7140 5.2479 5.9615 -0.115 0.007 -0.222
C 0.8308 4.1716 5.7040 -0.022 0.235 1.309
C 0.9930 2.8214 6.1478 0.239 -0.510 -0.423
C -0.0899 2.0751 6.7137 -0.026 -0.093 -0.046
C 0.1242 0.7801 7.1353 0.527 0.181 -0.599
C 1.3654 0.1538 6.8715 -0.455 -0.312 -0.896
O 1.2903 -1.2025 6.8510 -0.293 1.158 0.975
C -0.0884 -1.5676 7.2385 0.184 -0.482 -0.258
C -0.8047 -0.2804 7.6375 -0.375 0.137 0.522
C 2.4745 0.8818 6.4232 -0.151 -0.739 0.278
C 2.2450 2.1644 6.0041 0.255 0.716 0.424
C 1.2241 6.5895 5.8234 0.231 0.428 -0.071
H 3.5096 10.2065 5.5760 0.135 -0.196 0.309
H 3.2145 10.4384 7.3271 0.100 -0.383 -0.252
H 1.1527 9.3650 7.1888 -0.044 -0.254 -0.295
H 1.2422 9.5363 5.4257 0.097 0.080 0.089
H 4.9218 6.0256 6.9744 -0.203 -0.147 0.084
H 3.3987 4.0945 6.7412 -0.042 0.247 -0.147
H -0.1586 4.4382 5.3161 0.177 0.061 0.275
H -1.0867 2.5133 6.8280 0.372 -0.015 -0.096
H -0.5571 -2.0391 6.3643 0.285 0.099 0.173
H -0.0285 -2.2925 8.0601 0.091 0.209 -0.337
H -0.9087 -0.2496 8.7335 -0.026 0.186 -0.323
H -1.7992 -0.1930 7.1977 0.049 -0.113 0.045
H 3.4463 0.4032 6.3521 -0.177 0.057 -0.362
H 3.0385 2.6874 5.4744 -0.139 -0.192 0.112
H 0.2065 6.7773 5.4759 0.221 -0.197 0.067
```
Positions in Å, forces in eV/Å.

The net atomic charges from Mulliken, expressed in e, are:
1. C -0.969
2. C -0.660
3. C -1.009
4. C 0.465
5. C 0.568
6. C -1.223
7. C 0.806
8. C -0.658
9. C 0.629
10. C -1.388
11. C -0.549
12. C -0.698
13. C -0.158
14. C 0.205
15. C -0.600
16. C -0.903
17. C -0.570
18. N -0.058
19. C -0.621
20. H 0.383
21. H 0.329
22. H 0.354
23. H 0.270
24. H 0.395
25. H 0.401
26. H 0.417
27. H 0.471
28. H 0.480
29. H 0.727
30. H 0.577
31. H 0.429
32. H 0.109
33. H 0.325
34. H 0.380
35. H 0.388
36. H 0.268
37. H 0.268
38. H 0.413
39. C -0.399
40. C -0.666
41. C 0.659
42. C 0.248
43. O -0.473
44. C -1.369
45. C -0.394
46. C 1.238
47. C -0.481
48. C 0.909
49. C -0.619
50. C 0.713
51. C 0.342
52. O -0.504
53. C 0.079
54. C -0.829
55. C -2.122
56. C 0.093
57. C -0.912
58. H 0.269
59. H 0.306
60. H 0.248
61. H 0.374
62. H 0.495
63. H 0.619
64. H 0.406
65. H 0.489
66. H -0.182
67. H 0.413
68. H 0.258
69. H 0.365
70. H 0.478
71. H 0.504
72. H 0.452



ORCA calculation (wB97M-V/def2-TZVPD) on the ion C5H5O3S with charge -1 at a distorted geometry.

Computed properties:
LUMO level = 3.8 eV
multiplicity = 1
E_tot = -817.39005 a.u.
Kohn-Sham gap = 6.756 eV
charge = -1

```
14
Properties=species:S:1:pos:R:3:forces:R:3
C -1.6256 0.1898 -0.2282 -0.035 -1.272 -0.550
C -1.0170 -0.7351 -1.1913 0.246 0.294 -0.934
C -0.8764 0.7766 0.6831 1.934 1.224 -1.290
C 0.2973 -0.5666 -1.4710 -0.518 -0.272 -1.000
C 0.6964 0.7421 0.4509 -0.573 2.287 1.128
O 0.7366 -1.5459 1.6547 -0.371 -1.799 0.102
O 2.8566 -0.1908 1.4713 -0.588 -0.535 0.743
O 1.0217 0.3915 -0.9230 0.329 0.767 2.573
S 1.4075 -0.2749 1.9023 1.563 1.826 -1.654
H -2.6976 0.3514 -0.2598 -0.053 -0.274 0.156
H -1.6781 -1.3914 -1.7565 0.524 -0.071 0.124
H -1.4042 1.4268 1.3490 0.441 0.490 0.681
H 1.0010 -0.9339 -2.2294 -1.257 -0.975 -0.168
H 1.2817 1.7605 0.5480 -1.641 -1.689 0.089
```
Positions in Å, forces in eV/Å.

The net atomic charges from Mulliken, expressed in e, are:
1. C -0.108
2. C -0.507
3. C -0.628
4. C -0.238
5. C -0.023
6. O -0.607
7. O -0.665
8. O -0.362
9. S 0.439
10. H 0.364
11. H 0.339
12. H 0.327
13. H 0.376
14. H 0.295



ORCA calculation (wB97M-V/def2-TZVPD) on the ion C4H8N3O2S2 with charge +1 at a distorted geometry.

Computed properties:
LUMO level = -4.9 eV
multiplicity = 1
E_tot = -1267.99851 a.u.
Kohn-Sham gap = 8.922 eV
charge = +1

```
19
Properties=species:S:1:pos:R:3:forces:R:3
C 1.7685 1.7747 0.2739 0.469 0.680 -0.656
C -0.5524 1.1906 0.0246 -2.348 -2.073 -1.239
C 1.9054 -2.8689 0.7428 -2.215 0.885 3.809
C -3.2387 0.7442 -0.7636 -2.891 4.352 0.159
N 0.4079 2.0339 0.3429 -0.602 2.453 0.891
N 1.7071 -1.9731 -0.2967 0.851 0.940 -3.223
N -0.3231 -0.0314 -0.3771 3.073 1.659 0.084
O 2.5538 2.6555 0.2850 0.484 0.319 0.394
O 2.1076 0.4791 0.1631 0.428 -0.745 -0.457
S -2.1330 1.9191 0.0468 -0.223 -0.239 0.669
S 1.5834 -0.7018 -0.9827 -0.979 -0.656 3.116
H 1.9693 -3.9023 0.5908 -0.475 -1.456 -1.592
H 2.8130 -2.7307 1.2978 0.557 1.031 0.269
H 1.0155 -2.7079 1.4867 1.627 -0.353 -0.993
H -3.0893 -0.2492 -0.7005 0.798 -3.229 0.590
H -3.3058 1.0831 -1.7773 0.251 -0.209 -0.788
H -4.3116 1.0075 -0.3850 2.026 -0.602 -0.180
H 0.0727 3.0261 0.5689 1.258 -1.836 -0.527
H -0.9501 -0.7486 -0.5405 -2.089 -0.921 -0.326
```
Positions in Å, forces in eV/Å.

The net atomic charges from Mulliken, expressed in e, are:
1. C 0.486
2. C 0.863
3. C -0.602
4. C -0.909
5. N -0.198
6. N -0.041
7. N -0.615
8. O -0.435
9. O -0.363
10. S -0.081
11. S 0.474
12. H 0.309
13. H 0.311
14. H 0.260
15. H 0.354
16. H 0.340
17. H 0.323
18. H 0.258
19. H 0.264



ORCA calculation (wB97M-V/def2-TZVPD) on the ion C5H8NO with charge -1 at a distorted geometry.

Computed properties:
SMILES = C#CCN([O-])CC
LUMO level (spin up / spin down) = 4.3 / 4.3 eV
multiplicity = 1
E_tot = -325.13310 a.u.
Kohn-Sham gap (spin up / spin down) = 5.994 / 5.993 eV
charge = -1

```
15
Properties=species:S:1:pos:R:3:forces:R:3
C 1.6033 1.7987 -0.8917 0.679 0.355 -0.068
C 1.0842 1.5567 0.1740 -0.452 -0.432 0.093
C -0.0908 -1.9096 0.3002 1.003 0.466 -3.970
C 0.0622 1.1255 1.0882 -1.444 0.045 -1.654
C -0.5466 -0.7287 -0.6379 -0.398 -0.188 -0.663
N -1.2259 0.3191 0.2066 1.170 0.565 -0.716
O -1.7377 1.1937 -0.6676 -0.291 0.062 0.331
H 2.2214 2.1454 -1.6921 -0.206 -0.134 0.133
H -1.0115 -2.0914 0.7420 -1.364 -1.155 1.301
H 0.3504 -2.7513 -0.3118 -0.937 0.540 0.534
H 0.6686 -1.6785 0.9657 1.276 0.800 1.597
H -0.4313 1.9646 1.5557 -0.460 0.289 -0.261
H 0.2673 0.4594 1.8661 1.018 -1.220 0.979
H 0.1285 -0.1653 -1.3924 -0.418 -1.187 1.315
H -1.3422 -1.2382 -1.3049 0.826 1.195 1.048
```
Positions in Å, forces in eV/Å.

The net atomic charges from Mulliken, expressed in e, are:
1. C -0.378
2. C 0.090
3. C -1.178
4. C -0.962
5. C -0.267
6. N -0.141
7. O -0.758
8. H 0.401
9. H 0.337
10. H 0.292
11. H 0.337
12. H 0.369
13. H 0.354
14. H 0.258
15. H 0.246



ORCA calculation (wB97M-V/def2-TZVPD) on a structure of composition C3H3ClS at a distorted geometry.

Computed properties:
⟨S²⟩ = 2.03
LUMO level (spin up / spin down) = 0.7 / -2.7 eV
multiplicity = 3
E_tot = -974.34315 a.u.
Kohn-Sham gap (spin up / spin down) = 7.847 / 6.778 eV

```
8
Properties=species:S:1:pos:R:3:forces:R:3
C 1.0315 -0.7812 -0.0675 0.494 -0.457 0.021
C -1.1399 0.3511 0.1041 0.563 -5.254 2.361
C 0.2806 0.3226 -0.0496 -1.148 -0.006 0.139
S -2.1715 1.5263 -0.2448 -1.689 1.709 -0.353
Cl 1.0184 1.8807 -0.2593 0.135 0.273 -0.184
H 2.0959 -0.7415 -0.2213 0.113 0.080 0.064
H 0.5758 -1.7509 0.0439 -0.120 -0.073 0.016
H -1.6907 -0.8072 0.6947 1.654 3.727 -2.063
```
Positions in Å, forces in eV/Å.

The net atomic charges from Mulliken, expressed in e, are:
1. C -0.910
2. C -0.330
3. C 0.758
4. S -0.063
5. Cl -0.217
6. H 0.284
7. H 0.260
8. H 0.218